# 1
# C30H90N4O13

A 13-piece molecular cluster, C30H90N4O13 overall at a distorted geometry (the ωB97M-V functional and the def2-TZVPD basis, OMol25).

electronic energy: -65143.6699 eV
lowest unoccupied orbital energy: 0.4647 eV
relative energy (zero: lowest compared OMol25 entry of this formula, charge and spin): 2.5 kJ/mol
spin multiplicity: 1
orbital gap: 9.24 eV

Structure (XYZ):
```
137
C30H90N4O13, DFT the ωB97M-V functional and the def2-TZVPD basis
C 11.3193 14.5310 17.0194
C 9.8836 15.0234 16.9838
C 9.8181 16.4468 17.6012
O 10.1133 16.3162 18.9788
C 10.0591 17.6008 19.5897
N 9.3631 14.9209 15.6054
H 11.6260 14.5446 18.0359
H 11.9933 15.1168 16.3864
H 11.3938 13.4785 16.6669
H 9.2418 14.4543 17.6496
H 8.7994 16.8876 17.4316
H 10.5848 17.0290 17.0459
H 10.9858 18.1200 19.3789
H 9.9899 17.4432 20.6630
H 9.2257 18.2720 19.3254
H 9.8920 15.4166 14.8987
H 8.4983 15.4442 15.5686
C 15.6702 10.7741 18.4259
C 14.5833 11.8546 18.3681
C 14.5456 12.4774 17.0137
O 15.7759 13.1363 16.7185
C 15.7856 13.7479 15.4409
N 13.2838 11.1878 18.6238
H 15.6360 10.2064 17.5122
H 15.3191 10.1839 19.2497
H 16.6823 11.1879 18.6739
H 14.8016 12.5469 19.1873
H 13.7228 13.2032 16.9494
H 14.2790 11.7239 16.3078
H 16.6968 14.3250 15.3968
H 14.9183 14.4250 15.1712
H 15.8879 13.0012 14.6350
H 12.5154 11.8027 18.4259
H 13.2220 10.9282 19.5806
C 7.3484 20.4387 11.7268
C 7.0294 21.0302 13.1243
C 8.2717 21.2613 13.9555
O 8.6637 19.9727 14.4110
C 9.8155 19.9018 15.1696
N 6.1374 22.1611 13.0077
H 7.6502 21.2984 11.0997
H 6.4451 20.0528 11.2880
H 8.1341 19.6917 11.7107
H 6.4250 20.2796 13.6553
H 8.0896 21.8660 14.8173
H 9.0995 21.7364 13.4347
H 10.1598 18.8806 15.3397
H 9.6695 20.3982 16.1518
H 10.7110 20.3912 14.7285
H 6.5437 23.0242 12.7003
H 5.7928 22.3809 13.9051
C 11.1353 11.4014 13.4670
C 10.1126 10.7023 14.2852
C 10.7504 10.3251 15.6879
O 9.8310 9.4475 16.2921
C 10.3394 9.1789 17.6543
N 8.8500 11.3486 14.5276
H 11.5610 12.2365 14.0518
H 10.7910 11.8017 12.5015
H 11.9275 10.6570 13.3110
H 9.9585 9.7272 13.8710
H 10.9266 11.2793 16.3185
H 11.7652 9.9219 15.4926
H 11.4483 9.0999 17.5823
H 9.9656 8.2278 18.0065
H 10.0625 10.0421 18.3427
H 9.0246 12.0465 15.2521
H 8.6049 11.9283 13.7493
C 11.8849 11.2547 9.2154
C 10.6797 11.8361 8.4772
O 10.3014 13.0557 9.1016
H 12.6212 12.0458 9.2663
H 12.1780 10.3480 8.6794
H 11.5836 10.9585 10.2405
H 9.8264 11.1470 8.5036
H 10.8817 12.0040 7.4375
H 9.5558 12.8764 9.7119
C 15.0723 16.3600 9.7489
C 15.0342 15.4226 8.5069
O 13.7623 14.7061 8.4608
H 14.7734 15.8609 10.6759
H 14.4301 17.2707 9.5988
H 16.1393 16.6407 9.8604
H 15.8956 14.7422 8.5545
H 15.1829 16.0733 7.5931
H 13.8284 14.0820 7.7227
C 11.5659 20.0528 11.0598
C 10.9902 18.8713 10.3638
O 12.0615 17.9991 9.9733
H 10.7360 20.7504 11.2020
H 12.3160 20.6328 10.5221
H 12.0121 19.7810 12.0085
H 10.4064 19.1613 9.4784
H 10.2794 18.3927 11.0483
H 11.6063 17.2539 9.5058
C 6.9266 13.4646 12.7023
C 7.2182 13.2206 11.2449
O 8.3326 12.3116 11.0366
H 5.9929 14.0258 12.7289
H 7.7312 13.9726 13.2201
H 6.8238 12.5773 13.2377
H 7.4305 14.1592 10.7102
H 6.3584 12.7563 10.7331
H 8.0680 11.3974 11.1793
C 15.1542 13.3687 11.7740
C 16.0358 12.1274 11.6017
O 15.2423 11.0002 11.2173
H 14.6715 13.6500 10.8198
H 15.7776 14.2225 12.0422
H 14.3427 13.1661 12.5158
H 16.5922 11.8493 12.4936
H 16.7770 12.3044 10.8368
H 15.6211 10.2113 11.6776
C 13.8592 17.0615 13.0385
C 13.2032 17.8284 14.1822
O 12.0774 17.1030 14.7784
H 13.0714 16.7180 12.3642
H 14.3529 16.1653 13.3976
H 14.5745 17.6520 12.4532
H 12.8694 18.8002 13.8103
H 13.8696 17.9638 15.0236
H 11.5828 16.7544 13.9850
C 11.9610 14.3999 11.9308
C 10.5920 15.0224 11.9258
O 10.5908 16.2205 12.7582
H 12.3497 14.3289 12.9567
H 12.5841 14.9472 11.2506
H 11.9177 13.3735 11.5519
H 9.8329 14.3176 12.3281
H 10.2608 15.4038 10.9578
H 9.6976 16.5426 12.8534
O 11.1071 15.5197 8.7773
H 10.7175 14.6162 8.7705
H 11.8864 15.4162 8.1955
O 7.9278 17.3761 13.5196
H 6.9651 17.3271 13.4876
H 8.1493 18.2491 13.9925
```

Atom charges from the Mulliken analysis, given in e for atoms 1 to 5:
1 C -0.76
2 C 0.04
3 C -0.28
4 O -0.38
5 C -0.78



# 2
# C49H60BrCoGeN4OS2Sb

C49H60BrCoGeN4OS2Sb as an isolated structure at a distorted geometry (the ωB97M-V functional and the def2-TZVPD basis, OMol25).

electronic energy: -252186.3874 eV
lowest unoccupied orbital energy (spin up / spin down): 0.1016 / -0.4896 eV
relative energy (zero: lowest compared OMol25 entry of this formula, charge and spin): 0.0 kJ/mol
spin multiplicity: 2
orbital gap (spin up / spin down): 6.30 / 6.76 eV

Structure (XYZ):
```
120
C49H60BrCoGeN4OS2Sb, DFT the ωB97M-V functional and the def2-TZVPD basis
Co -0.0839 -0.5690 -0.1761
C 2.6309 -4.3062 5.9360
C 1.9540 -5.0832 4.7995
C 1.0245 -6.1239 5.4261
C 3.0231 -5.8227 3.9849
C 1.2072 -4.1134 3.8893
C 1.8948 -3.0680 3.2865
C 1.2238 -2.1929 2.4626
Br 2.1916 -0.7852 1.6237
C -0.1530 -2.2760 2.1793
O -0.7406 -1.3770 1.4338
C -0.8487 -3.3639 2.7747
C -0.1509 -4.2279 3.6075
C -2.3348 -3.5756 2.4934
C -3.1408 -2.3624 2.9753
C -2.9034 -4.8096 3.2054
C -2.5442 -3.7772 0.9880
H 3.1369 -4.9937 6.6150
H 1.8954 -3.7382 6.5059
H 3.3730 -3.6063 5.5558
H 1.5988 -6.7745 6.0866
H 0.5545 -6.7520 4.6690
H 0.2394 -5.6542 6.0190
H 3.5826 -6.5078 4.6231
H 3.7297 -5.1265 3.5360
H 2.5634 -6.3990 3.1814
H 2.9546 -2.9264 3.4483
H -0.6939 -5.0403 4.0572
H -3.0099 -2.2178 4.0485
H -4.2025 -2.5173 2.7794
H -2.8162 -1.4626 2.4623
H -2.8219 -4.7298 4.2899
H -2.4072 -5.7273 2.8880
H -3.9619 -4.9035 2.9609
H -2.2141 -2.9064 0.4291
H -3.6005 -3.9511 0.7778
H -1.9832 -4.6493 0.6445
C 2.1831 -3.9864 -3.1593
N 1.3545 -4.2437 -1.9944
C 0.9682 -5.6024 -1.6745
C 0.8718 -3.2309 -1.3379
N 0.5030 -2.2809 -0.7947
H 3.1426 -4.4953 -3.0491
H 2.3488 -2.9147 -3.2417
H 1.6855 -4.3429 -4.0643
H 1.8601 -6.2120 -1.5133
H 0.3803 -6.0347 -2.4889
H 0.3718 -5.6015 -0.7648
S -1.3912 5.0474 2.8857
C -1.0793 3.5196 2.0393
C 0.0588 3.4116 1.2516
C 0.2869 2.2372 0.5621
N -0.5371 1.1836 0.6178
C -1.6204 1.2858 1.3937
C -1.9377 2.4276 2.1014
C -2.1632 4.4305 4.3717
C -3.5393 4.4799 4.5369
C -4.0767 3.9948 5.7215
N -3.3480 3.4899 6.7049
C -2.0335 3.4555 6.5391
C -1.3893 3.9138 5.4000
H 0.7753 4.2176 1.1835
H 1.1737 2.1058 -0.0389
H -2.2491 0.4114 1.4498
H -2.8339 2.4473 2.7042
H -4.1766 4.8927 3.7680
H -5.1482 4.0134 5.8809
H -1.4589 3.0423 7.3588
H -0.3136 3.8624 5.3131
C -2.5399 2.2672 -2.0146
Ge -2.3763 0.3799 -2.5610
C -4.2225 -0.2067 -2.9584
C -1.3582 0.1021 -4.2281
C -1.7890 -0.7411 -1.0651
H -2.7322 2.9105 -2.8731
H -1.6530 2.6411 -1.5082
H -3.3835 2.3581 -1.3300
H -4.6288 0.3627 -3.7931
H -4.8740 -0.0573 -2.0996
H -4.2481 -1.2618 -3.2248
H -1.3921 0.9915 -4.8568
H -1.8137 -0.7124 -4.7910
H -0.3198 -0.1531 -4.0309
H -1.8796 -1.7909 -1.3601
H -2.5198 -0.5992 -0.2611
S 1.4098 0.1885 -1.7276
Sb 1.0274 2.4210 -3.0546
C -0.1245 4.1963 -3.6770
C -0.8789 4.3141 -4.8342
C -1.7654 5.3683 -5.0038
C -1.9254 6.3145 -4.0056
C -1.1992 6.1937 -2.8307
C -0.3185 5.1387 -2.6696
C 2.0790 1.7668 -4.7981
C 1.7054 2.0602 -6.1004
C 2.4306 1.5654 -7.1738
C 3.5448 0.7745 -6.9552
C 3.9317 0.4837 -5.6560
C 3.2011 0.9735 -4.5867
C 2.6648 3.5202 -2.1963
C 2.9520 4.8168 -2.6120
C 4.0258 5.5093 -2.0771
C 4.8320 4.9126 -1.1187
C 4.5600 3.6186 -0.7069
C 3.4843 2.9281 -1.2441
H -0.8091 3.5741 -5.6223
H -2.3371 5.4438 -5.9192
H -2.6186 7.1323 -4.1364
H -1.3251 6.9178 -2.0355
H 0.2311 5.0549 -1.7376
H 0.8498 2.6895 -6.3029
H 2.1230 1.8056 -8.1830
H 4.1123 0.3902 -7.7917
H 4.8081 -0.1235 -5.4728
H 3.5101 0.7324 -3.5779
H 2.3385 5.2960 -3.3654
H 4.2353 6.5174 -2.4134
H 5.6709 5.4531 -0.7002
H 5.1871 3.1398 0.0330
H 3.2825 1.9144 -0.9202
```

Atom charges from the Mulliken analysis, given in e for atoms 1 to 5:
1 Co -2.19
2 C -1.69
3 C 2.23
4 C -2.15
5 C -1.66



# 3
# C4H2CuO6

C4H2CuO6 as an isolated structure at a distorted geometry (the ωB97M-V functional and the def2-TZVPD basis, OMol25).

charge: +1
electronic energy: -61095.2711 eV
lowest unoccupied orbital energy: -6.3147 eV
relative energy (zero: lowest compared OMol25 entry of this formula, charge and spin): 0.0 kJ/mol
spin multiplicity: 1
orbital gap: 8.42 eV

Structure (XYZ):
```
13
C4H2CuO6, DFT the ωB97M-V functional and the def2-TZVPD basis
O -3.5492 -0.5264 -1.4479
C -3.4503 0.6355 -1.5914
O -3.7487 1.7239 -1.3191
O -0.5663 -0.6995 0.0198
Cu -2.6610 -2.1404 0.0767
H -0.3732 0.6049 1.5517
O 2.0748 1.0589 0.5748
O 2.2662 -0.8377 -0.1203
O 3.6569 0.7509 -1.0867
C 0.1098 -0.0426 0.7958
C 1.5914 -0.2923 0.9750
C 2.7629 0.4161 -0.3982
H 1.8866 -0.6512 1.9698
```

Atom charges from the Mulliken analysis, given in e for atoms 1 to 5:
1 O -0.37
2 C 0.65
3 O -0.22
4 O -0.47
5 Cu 0.86